(1)
Formula: C3H11N2O
Source: the Open Molecules 2025 dataset
Level of theory: ωB97M-V/def2-TZVPD

Structure (XYZ):
```
17
Properties=species:S:1:pos:R:3:forces:R:3:lowdin_charge:R:1
C 2.3802 -0.4732 -0.2101 -0.24 0.67 -1.37 -0.01
N 1.5859 0.5556 0.5360 -2.21 -1.69 0.33 0.10
H 0.7553 0.0164 0.9249 0.83 1.06 -0.89 0.14
H 1.0898 1.2955 -0.0172 0.64 -0.36 0.71 0.16
H 1.9165 0.8665 1.4384 1.07 0.75 -0.09 0.16
H 2.0159 -1.4501 0.1854 1.45 0.60 -0.37 0.12
H 2.1364 -0.3987 -1.2912 -0.66 -0.19 0.72 0.10
H 3.4153 -0.1286 -0.3093 0.11 -0.94 1.09 0.10
C -1.6760 0.0896 -1.2093 1.06 -0.80 -1.41 0.01
C -1.4344 0.3271 0.2382 -0.71 1.38 0.38 -0.60
O -0.7540 1.3032 0.5975 -0.33 -0.59 -0.26 -0.03
N -1.9964 -0.4804 1.1263 -1.35 -1.97 -0.63 0.20
H -0.7309 -0.3212 -1.6079 0.23 0.55 0.14 0.09
H -1.8129 1.0626 -1.6775 -0.22 -0.20 -0.14 0.10
H -1.8754 -0.3972 2.1150 0.04 0.40 0.32 0.12
H -2.7085 -1.1556 0.7942 0.91 0.67 0.50 0.15
H -2.3070 -0.7116 -1.6332 -0.62 0.66 0.98 0.10
```
Forces are in eV/Å.

LUMO level, eV: -3.3
ΔE to the lowest compared entry with this formula, charge and spin, eV: 1.339
Total charge: +1
Kohn-Sham gap, eV: 11.155

(2)
Formula: C3H11N2O
Source: the Open Molecules 2025 dataset
Level of theory: ωB97M-V/def2-TZVPD

Structure (XYZ):
```
17
Properties=species:S:1:pos:R:3:forces:R:3:mulliken_spin:R:1
C 1.2384 -0.3345 -1.3596 -0.20 -1.69 1.57 0.01
C -0.3154 -2.1892 1.5521 -1.04 -0.45 1.53 0.00
C 0.0190 -1.1515 0.6132 -0.21 -2.96 0.71 0.70
N -0.5486 2.0593 -0.7692 3.72 2.02 -1.09 0.01
N -0.5614 0.0393 0.8352 -0.71 3.84 0.72 0.89
O 0.8531 -1.3951 -0.3568 2.40 0.56 -1.72 0.35
H 0.2613 -0.2937 -1.8489 0.57 0.82 -0.73 0.01
H 1.4857 0.5926 -0.7237 0.21 -1.45 -1.74 0.00
H 2.0237 -0.9067 -1.9738 -1.04 1.64 0.98 0.00
H -1.0444 -1.7686 2.3935 1.46 -1.39 -1.86 0.00
H -0.6946 -3.0221 0.9702 -0.81 -0.49 0.45 0.04
H 0.5895 -2.5926 1.9972 0.21 -0.04 0.61 0.05
H -1.5020 2.2171 -0.8491 -2.37 0.37 -0.63 0.00
H -0.2202 2.8569 -0.1854 -0.23 -0.54 -0.47 0.00
H -0.4495 0.9017 0.2140 -0.57 0.10 -0.99 -0.04
H -0.0686 2.2645 -1.7196 -1.31 -0.65 1.98 0.00
H -0.7632 0.2185 1.8039 -0.07 0.30 0.66 -0.02
```
Forces are in eV/Å.

LUMO level (spin up / spin down), eV: -3.1 / -8.5
ΔE to the lowest compared entry with this formula, charge and spin, eV: 0.648
Total charge: +1
Spin multiplicity: 3
Kohn-Sham gap (spin up / spin down), eV: 6.995 / 7.299

(3)
Formula: C3H11N2O2
Source: the Open Molecules 2025 dataset
Level of theory: ωB97M-V/def2-TZVPD

Structure (XYZ):
```
18
Properties=species:S:1:pos:R:3:forces:R:3:lowdin_charge:R:1
C 0.7016 -0.3974 0.1539 0.09 -1.22 -1.19 -0.23
N 0.1951 -1.4860 -0.6674 0.33 1.22 1.11 0.03
C -1.3123 -1.6506 -0.6378 -0.86 -1.52 -0.95 -0.53
O -2.0437 -1.0157 -1.5409 0.39 0.73 0.45 -0.26
C 0.2238 1.0530 -0.3706 0.62 0.01 0.11 -0.28
N -0.0955 1.9754 0.6836 -1.27 -1.43 0.08 -0.02
H 0.3003 -0.5496 1.1685 0.34 0.33 -0.24 0.12
H 1.7810 -0.4941 0.1253 0.06 0.24 0.51 0.09
H 0.1103 -0.8304 -1.9055 0.09 -0.28 -0.56 0.06
H -1.4978 -2.7597 -0.7214 0.53 0.28 0.16 0.09
H -1.4874 -1.4005 0.4303 -0.12 0.30 0.17 0.11
H 1.0712 1.4772 -0.9528 -0.22 -0.57 0.16 0.11
H -0.5876 0.7418 -1.0443 -0.21 0.92 0.33 0.06
H 0.5913 1.7878 1.4549 0.97 0.47 -0.42 -0.01
H -0.9299 1.5305 1.0848 -0.23 0.76 -0.05 0.07
H 0.3920 -0.4155 -2.5239 -0.25 -0.09 0.16 0.22
H 2.8713 1.0237 2.0512 -0.33 0.05 0.00 -0.14
O 1.9476 1.2192 2.2633 0.09 -0.20 0.17 -0.51
```
Forces are in eV/Å.

LUMO level, eV: 0.6
ΔE to the lowest compared entry with this formula, charge and spin, eV: 7.159
Total charge: -1
Kohn-Sham gap, eV: 4.464

(4)
Formula: C3H11N2O4
Source: the Open Molecules 2025 dataset
Level of theory: ωB97M-V/def2-TZVPD

Structure (XYZ):
```
20
Properties=species:S:1:pos:R:3:forces:R:3:lowdin_charge:R:1
C -1.1485 -0.0288 -0.7673 1.40 0.18 -0.13 -0.07
C -0.2549 0.6215 0.2848 4.22 -0.08 -1.50 -0.48
C 1.5181 -0.0923 0.1731 -3.96 1.02 -0.18 -0.58
N -0.0846 2.0041 -0.0430 -0.05 0.98 -2.09 0.09
N -1.3567 -1.4460 -0.3053 1.40 -1.52 -4.34 0.18
O -0.6966 0.3794 1.5508 1.19 -0.57 1.56 0.02
O 2.3109 0.7629 -0.5095 -0.03 0.65 -0.27 0.08
O 1.4038 -1.3289 -0.4870 1.22 0.41 0.19 0.03
O 1.8636 -0.2519 1.4851 0.94 0.08 0.91 0.06
H -0.6410 0.0427 -1.7904 -1.00 -0.37 1.43 0.17
H -2.1072 0.4672 -0.7184 -0.27 0.12 -0.32 0.14
H 0.1302 2.6658 0.6608 0.07 0.23 1.00 0.10
H 0.2175 2.4082 -0.9856 -1.11 -1.41 1.71 0.15
H -1.3313 -1.4029 0.6964 -0.75 -0.34 1.07 0.13
H -0.4839 -2.0647 -0.6414 -2.00 1.68 1.04 0.21
H -2.2148 -1.7867 -0.8401 1.18 0.07 1.78 0.20
H 0.1021 0.1478 2.1741 -1.56 0.68 -1.73 0.17
H 1.7984 1.5747 -0.7696 0.56 -0.96 0.62 0.11
H 2.3435 -1.5228 -0.6975 -0.70 -0.53 -0.22 0.14
H 2.7068 0.1902 1.7403 -0.76 -0.32 -0.55 0.16
```
Forces are in eV/Å.

LUMO level, eV: -3.2
ΔE to the lowest compared entry with this formula, charge and spin, eV: 2.403
Total charge: +1
Kohn-Sham gap, eV: 9.704